DFT (wB97M-V/def2-TZVPD) results for C12H15ClMnN2O2S as an isolated structure.

Atoms and positions in Å:
Mn (-0.109, -0.222, -1.457)
Cl (-2.087, 3.126, -3.217)
S (-0.716, -1.246, 0.434)
O (-2.043, 1.755, -0.422)
O (2.040, 1.169, 0.012)
N (0.559, -1.175, 2.752)
N (-0.963, 0.509, 2.416)
C (-1.323, 1.168, -1.125)
C (0.449, 0.831, -4.519)
C (0.191, -0.197, -3.485)
C (-0.905, -1.954, -2.364)
C (1.196, -1.023, -2.828)
C (-0.283, -0.529, 1.966)
C (1.317, 0.687, -0.774)
C (0.710, 0.761, 4.174)
C (0.808, -0.753, 4.138)
C (-1.112, -0.760, -3.153)
C (0.527, -2.099, -2.138)
C (-0.635, 1.224, 3.658)
H (-1.685, -2.609, -1.995)
H (0.468, 0.309, -5.483)
H (-1.708, 0.899, 1.836)
H (0.844, 1.109, 5.197)
H (-1.423, 1.008, 4.394)
H (-2.055, -0.297, -3.444)
H (1.016, -2.860, -1.538)
H (1.787, -1.126, 4.455)
H (-0.645, 2.302, 3.455)
H (2.270, -0.844, -2.887)
H (0.040, -1.184, 4.793)
H (0.882, -2.092, 2.459)
H (1.414, 1.324, -4.372)
H (-0.345, 1.586, -4.524)
H (1.521, 1.203, 3.585)

Results
Charge = +2
Multiplicity = 4

***

DFT (wB97M-V/def2-TZVPD) results for C12H15CoF9N3O15 as an isolated structure.

Atoms and positions in Å:
Co (0.173, -0.617, 0.576)
F (0.293, -2.590, -4.218)
F (0.990, -0.141, 6.381)
F (-4.776, -1.969, -2.192)
F (-0.391, -1.459, 5.226)
F (1.637, -1.578, 4.985)
F (2.355, -3.271, -4.170)
F (-2.906, -3.048, -2.386)
F (-3.714, -2.733, -0.389)
F (0.972, -3.758, -2.561)
O (2.696, -0.865, -3.182)
O (0.597, -0.125, 2.865)
O (0.762, 3.025, -0.614)
O (-2.413, -2.327, 2.935)
O (-0.961, -2.154, 1.403)
O (-1.721, -0.663, -0.888)
O (1.641, -3.936, 0.777)
O (-3.393, 0.194, -2.134)
O (1.493, 1.117, 0.118)
O (-0.829, -3.762, 2.798)
O (0.975, 1.577, 4.450)
O (1.009, -1.208, -1.579)
O (-0.422, 1.391, 0.338)
O (2.466, -3.106, 2.457)
O (1.838, -1.868, 0.888)
N (2.079, -2.965, 1.301)
N (-1.400, -2.764, 2.340)
N (0.608, 1.935, -0.103)
C (1.171, 2.643, 3.546)
C (-3.516, 2.583, -2.746)
C (0.723, -0.721, 5.225)
C (-2.666, 1.408, -2.313)
C (2.519, 1.559, -3.055)
C (1.295, -2.799, -3.436)
C (-2.773, -0.820, -1.533)
C (-3.640, -2.183, -1.624)
C (-0.103, 3.307, 3.097)
C (3.277, 0.303, -2.613)
C (0.781, 0.258, 4.044)
C (1.607, -1.548, -2.630)
H (1.709, 2.442, 2.620)
H (2.752, 2.447, -2.468)
H (2.685, 1.743, -4.117)
H (3.242, 0.150, -1.535)
H (-3.976, 2.310, -3.695)
H (-2.204, 1.701, -1.370)
H (4.292, 0.356, -3.007)
H (-4.259, 2.725, -1.962)
H (1.882, 3.293, 4.056)
H (-0.808, 2.530, 2.800)
H (-2.931, 3.501, -2.814)
H (0.144, 3.863, 2.192)
H (1.431, 1.502, -3.041)
H (-0.463, 3.892, 3.943)
H (-1.829, 1.223, -2.986)

Results
Charge = -1
Multiplicity = 4

***

DFT (wB97M-V/def2-TZVPD) results for a 2-piece molecular cluster, C12H15F overall.

Atoms and positions in Å:
F (2.702, -2.360, 0.373)
C (-2.547, 0.033, -1.020)
C (1.537, -1.939, -0.068)
C (2.136, 0.829, -0.900)
C (1.232, 2.619, 0.460)
C (-1.700, -0.608, 1.532)
C (0.775, -2.640, -0.901)
C (-0.752, -0.023, 0.654)
C (-3.374, -0.630, -0.198)
C (-1.240, 0.250, -0.700)
C (-2.969, -0.962, 1.109)
C (1.658, 1.156, 0.493)
C (0.597, 0.204, 1.060)
H (0.724, 2.904, 1.462)
H (-4.358, -0.895, -0.609)
H (-1.339, -1.021, 2.420)
H (-0.645, 0.555, -1.528)
H (2.563, 1.192, 1.161)
H (1.058, -3.562, -1.404)
H (1.473, 1.035, -1.738)
H (0.764, -0.044, 2.147)
H (2.183, 3.277, 0.366)
H (-3.600, -1.588, 1.733)
H (-0.178, -2.299, -1.338)
H (2.913, 1.576, -1.055)
H (0.771, 2.705, -0.453)
H (2.523, -0.116, -1.073)
H (-2.907, 0.353, -1.985)

Results
Charge = 0
Multiplicity = 3

***

DFT (wB97M-V/def2-TZVPD) results for a 2-piece molecular cluster, C12H15FN2 overall.

Atoms and positions in Å:
F (2.188, 1.630, 1.678)
N (0.546, 1.314, -0.160)
N (2.015, -0.329, 0.013)
C (0.702, -0.890, 0.362)
C (-2.276, -0.529, 0.997)
C (-3.723, -0.439, 1.066)
C (-3.713, 1.379, -0.512)
C (-0.126, 0.268, 0.016)
C (-2.308, 1.234, -0.689)
C (-4.426, 0.473, 0.325)
C (1.840, 1.013, -0.116)
C (3.191, -0.995, 0.385)
C (2.853, 1.778, -0.919)
C (-1.529, 0.350, 0.121)
C (0.459, -2.119, -0.571)
H (3.106, -2.061, 0.330)
H (-5.490, 0.609, 0.369)
H (-0.541, -2.132, -0.938)
H (3.448, -0.735, 1.339)
H (0.535, -3.189, -0.109)
H (-4.234, -1.228, 1.523)
H (3.985, -0.691, -0.367)
H (-4.262, 2.125, -1.165)
H (2.583, 2.740, -1.136)
H (-1.801, 1.907, -1.381)
H (1.210, -1.960, -1.322)
H (3.101, 1.006, -1.641)
H (3.825, 1.927, -0.299)
H (0.601, -1.086, 1.410)
H (-1.759, -1.367, 1.389)

Results
Charge = 0

***

DFT (wB97M-V/def2-TZVPD) results for C12H15FN3O2PtS2 as an isolated structure.

Atoms and positions in Å:
Pt (0.812, -0.629, 0.466)
S (0.336, 1.654, 0.074)
S (1.510, -2.788, 0.813)
F (2.033, -1.338, 3.456)
O (2.783, -0.135, 0.520)
O (-1.115, -1.222, 0.591)
N (-1.954, 0.752, -0.949)
N (-1.366, 2.968, -1.477)
N (3.562, -1.110, 0.998)
C (5.340, -2.961, 1.953)
C (4.055, -3.313, 1.661)
C (-1.110, 1.829, -0.884)
C (-3.159, 0.826, -1.640)
C (-2.562, 3.079, -2.179)
C (5.744, -1.630, 1.767)
C (4.822, -0.741, 1.294)
C (-3.455, 2.017, -2.261)
C (3.112, -2.378, 1.179)
C (-1.568, -1.044, 1.912)
C (-2.797, 4.398, -2.838)
C (-4.018, -0.389, -1.597)
H (-2.442, -1.694, 2.079)
H (-4.386, 2.117, -2.811)
H (-2.751, 5.218, -2.111)
H (-4.891, -0.260, -2.239)
H (-2.027, 4.614, -3.591)
H (-1.703, -0.091, -0.378)
H (-0.796, -1.293, 2.648)
H (3.696, -4.322, 1.811)
H (-3.468, -1.278, -1.925)
H (-3.774, 4.428, -3.330)
H (-4.365, -0.605, -0.578)
H (6.742, -1.290, 2.002)
H (6.034, -3.697, 2.341)
H (-1.878, -0.003, 2.098)
H (5.006, 0.309, 1.127)

Results
Charge = -2
Multiplicity = 2

***

DFT (wB97M-V/def2-TZVPD) results for C12H15IN3OPZn as an isolated structure.

Atoms and positions in Å:
I (5.723, -0.369, -1.208)
Zn (-2.261, 3.223, 2.678)
P (4.070, -1.611, 0.111)
O (4.435, -1.186, 1.758)
N (-2.694, 0.450, 0.077)
N (0.656, -2.817, 1.183)
N (2.861, 1.293, -3.090)
C (2.281, -0.946, -0.205)
C (2.182, 0.492, 0.515)
C (0.876, 1.357, 0.145)
C (-1.715, 1.578, 0.269)
C (-4.288, -1.016, -1.245)
C (1.298, -1.990, 0.561)
C (-3.253, 0.158, -1.247)
C (-3.231, -0.477, 1.044)
C (-4.271, -1.431, 0.280)
C (1.868, -0.966, -1.761)
C (-0.413, 1.068, 1.077)
C (2.439, 0.252, -2.620)
H (-1.496, 1.982, -0.784)
H (2.120, 0.281, 1.657)
H (-0.513, -0.016, 1.436)
H (0.541, 1.285, -0.948)
H (3.158, 1.090, 0.366)
H (2.219, -1.961, -2.242)
H (-2.946, -0.500, 2.156)
H (-4.922, -2.272, 0.715)
H (-2.237, 2.464, 0.845)
H (-0.303, 1.749, 2.011)
H (3.997, -1.917, 2.277)
H (0.708, -0.986, -1.795)
H (1.154, 2.474, 0.317)
H (-3.070, 0.680, -2.256)
H (-4.906, -1.450, -2.112)

Results
Charge = +2

***

DFT (wB97M-V/def2-TZVPD) results for C12H15N8O2PbS3 as an isolated structure.

Atoms and positions in Å:
Pb (0.115, -1.441, 0.095)
S (-2.498, -1.894, -0.646)
S (-4.198, 3.633, -1.253)
S (-4.444, 0.440, -1.163)
O (-0.198, -4.902, -2.140)
O (0.499, -2.741, -2.082)
N (-1.818, -5.388, 0.049)
N (-2.000, 0.680, -0.049)
N (-2.470, 1.940, -0.358)
N (2.723, -1.139, -0.469)
N (-0.047, -3.827, -0.158)
N (-0.050, -3.133, 2.194)
N (-0.946, -4.166, 1.820)
N (0.102, -3.851, -1.552)
C (3.806, -0.821, -0.768)
C (-2.397, 5.444, -0.313)
C (5.643, 0.228, 0.437)
C (-0.697, 3.451, 0.539)
C (-0.403, 4.779, 0.859)
C (-1.283, 5.792, 0.412)
C (-2.524, 4.240, -1.072)
C (-0.964, -4.462, 0.534)
C (5.155, -0.319, -0.896)
C (-3.735, 2.008, -0.832)
C (-2.818, -0.251, -0.546)
C (-1.771, 3.185, -0.304)
H (-0.036, -3.072, 3.235)
H (-0.232, 2.546, 1.035)
H (6.577, 0.687, 0.376)
H (-1.038, 6.846, 0.686)
H (4.831, 0.824, 0.934)
H (5.808, -0.621, 1.146)
H (0.448, 4.991, 1.525)
H (-2.308, -6.003, 0.653)
H (0.877, -3.477, 1.928)
H (-3.273, 6.082, -0.363)
H (-1.840, -4.281, 2.359)
H (5.841, -1.121, -1.230)
H (-1.688, -5.627, -0.950)
H (5.258, 0.535, -1.615)
H (-2.007, 4.208, -2.059)

Results
Charge = +3

***

| no. | largest force on an atom (eV/Å) | energy (eV) |
| --- | --- | --- |
| 1 | 7.2 | -74422.3308 |
| 2 | 6.9 | -109944.9860 |
| 3 | 4.1 | -15398.6250 |
| 4 | 5.1 | -18382.6893 |
| 5 | 0.3 | -48886.1624 |
| 6 | 7.1 | -84985.2093 |
| 7 | 3.7 | -66423.4735 |